(w)
{"formula": "C4H14N3", "method": "wB97M-V/def2-TZVPD", "elements": ["N", "C", "C", "C", "N", "C", "N", "H", "H", "H", "H", "H", "H", "H", "H", "H", "H", "H", "H", "H", "H"], "positions_angstrom": [[-1.46614, -1.27339, -1.95275], [0.00728, -1.45154, -1.72847], [0.48146, -0.03784, -1.21745], [0.10832, 0.12672, 0.15664], [0.64644, -0.83012, 1.29489], [0.35614, 1.55118, 0.82761], [-0.09775, 1.61646, 2.27202], [-1.66703, -0.68209, -2.84449], [-1.88603, -2.20376, -2.21569], [0.25354, -2.04306, -0.83682], [0.38283, -1.48095, -2.71511], [1.59094, -0.27476, -1.32063], [-0.01259, 0.72963, -1.82180], [-1.06200, -0.07308, 0.21723], [0.17649, -1.71333, 1.42641], [1.59037, -1.03902, 1.27534], [1.36984, 1.93894, 0.71390], [-0.38428, 2.37571, 0.38795], [0.55002, 0.93809, 2.62144], [0.08636, 2.49303, 2.78522], [-1.02422, 1.33320, 2.67456]], "lowdin_charge": [-0.05, -0.23, -0.21, -0.36, 0.05, -0.10, 0.15, 0.11, 0.09, 0.11, 0.10, 0.15, 0.13, 0.17, 0.08, 0.05, 0.13, 0.17, 0.11, 0.18, 0.20], "lumo_energy_ev": -3.36, "gap_ev": 9.2, "smiles": "NCC[C@@H](N)C[NH3+]", "spin_multiplicity": 1, "homo_energy_ev": -12.55, "charge": 1}

---

(x)
{"formula": "C4H14N3", "method": "wB97M-V/def2-TZVPD", "elements": ["C", "C", "N", "C", "H", "H", "H", "H", "H", "H", "H", "H", "H", "H", "N", "C", "N", "H", "H", "H", "H"], "positions_angstrom": [[1.05600, 1.29741, -2.27887], [0.56239, 0.08842, -1.45432], [1.73469, -0.82157, -1.17696], [1.42265, -2.00558, -0.36566], [1.67586, 0.99361, -3.11501], [0.18213, 1.83532, -2.58043], [1.64172, 1.95475, -1.65446], [0.20971, 0.43907, -0.47398], [-0.15364, -0.52452, -1.98033], [2.56781, -0.45206, -0.71042], [2.12034, -1.23142, -2.03505], [1.10170, -1.67938, 0.62625], [2.29413, -2.68312, -0.34579], [0.55135, -2.55369, -0.75889], [-2.39799, 1.48619, 1.52462], [-1.60782, 0.61976, 2.31952], [-1.11551, -0.46677, 1.81276], [-3.25326, 1.81220, 1.93249], [-2.59291, 0.98931, 0.67971], [-1.44373, 0.86204, 3.37604], [-1.04880, -1.14707, 2.59289]], "lowdin_charge": [-0.05, -0.15, -0.02, -0.03, 0.08, 0.08, 0.08, 0.11, 0.13, 0.19, 0.18, 0.09, 0.12, 0.12, 0.06, -0.32, 0.01, 0.08, 0.07, 0.12, 0.05], "lumo_energy_ev": -3.16, "gap_ev": 9.1, "spin_multiplicity": 1, "homo_energy_ev": -12.30, "charge": 1}

---

It is (x) that is most stable; the runner-up trails by 131.5 kJ/mol.

---

(w)
{"formula": "C4H14N3", "method": "wB97M-V/def2-TZVPD", "elements": ["C", "N", "C", "H", "H", "H", "H", "H", "H", "H", "H", "C", "N", "C", "N", "H", "H", "H", "H", "H", "H"], "positions_angstrom": [[-1.36737, -1.81349, 1.66616], [0.06003, -1.32416, 1.46339], [0.32062, 0.09028, 1.73809], [-1.35517, -2.92072, 1.58522], [-1.66693, -1.54628, 2.66100], [-2.00828, -1.40601, 0.87967], [0.30189, -1.42639, 0.43249], [0.69833, -1.91640, 1.96307], [-0.16897, 0.69673, 0.97318], [1.41335, 0.16404, 1.56813], [-0.02864, 0.43600, 2.72017], [-0.17826, 2.36750, -2.12497], [-0.14439, 1.05421, -1.52034], [0.90274, 0.22444, -1.64526], [0.97646, -1.01159, -1.12373], [-0.66863, 3.08876, -1.45967], [0.85530, 2.68335, -2.31643], [-0.72620, 2.33487, -3.07301], [-0.92947, 0.67391, -1.04626], [1.74527, 0.64275, -2.23738], [1.96832, -1.09178, -1.10353]], "lowdin_charge": [0.02, -0.09, -0.03, 0.11, 0.09, 0.10, 0.08, 0.16, 0.07, 0.12, 0.11, -0.06, -0.05, -0.25, 0.03, 0.09, 0.09, 0.09, 0.12, 0.15, 0.04], "lumo_energy_ev": -2.76, "gap_ev": 10.2, "spin_multiplicity": 1, "homo_energy_ev": -12.99, "charge": 1}

---

(x)
{"formula": "C4H14N3", "method": "wB97M-V/def2-TZVPD", "elements": ["C", "C", "C", "C", "N", "N", "N", "H", "H", "H", "H", "H", "H", "H", "H", "H", "H", "H", "H", "H", "H"], "positions_angstrom": [[-2.93880, -0.32357, 1.19083], [2.21485, -0.35141, 0.66571], [1.73757, -1.74288, -1.37466], [-0.10056, 1.30295, -0.17807], [-1.10757, 2.06299, -0.73806], [0.52007, 0.26304, -0.90676], [1.37312, -0.54722, -0.50902], [-3.90187, -0.79011, 0.82589], [-3.05221, -0.30618, 2.27376], [-2.79556, 0.64407, 0.80106], [2.31661, 0.67479, 1.05381], [1.88894, -1.02464, 1.55378], [3.24977, -0.80241, 0.47637], [1.47825, -1.34685, -2.37784], [2.76067, -2.08625, -1.17687], [0.93622, -2.48025, -1.25965], [-0.59208, 0.89614, 0.73068], [0.53659, 1.96049, 0.36847], [-1.59572, 1.72201, -1.59392], [-1.90318, -0.78869, 0.92632], [-1.02510, 3.06396, -0.75184]], "lowdin_charge": [-0.05, 0.00, 0.06, -0.32, 0.04, 0.19, -0.17, 0.05, 0.02, -0.04, 0.10, 0.15, 0.12, 0.11, 0.10, 0.11, 0.13, 0.14, 0.13, 0.03, 0.09], "lumo_energy_ev": -5.42, "gap_ev": 8.0, "spin_multiplicity": 1, "homo_energy_ev": -13.46, "charge": 1}

---

(y)
{"formula": "C4H14N3", "method": "wB97M-V/def2-TZVPD", "elements": ["N", "C", "C", "N", "H", "H", "H", "H", "H", "H", "H", "H", "H", "C", "C", "N", "H", "H", "H", "H", "H"], "positions_angstrom": [[-1.16500, -0.17065, 0.96884], [-1.22277, -1.26934, -0.04547], [0.12420, -1.95536, -0.15738], [0.01398, -2.97802, -1.18908], [-0.91978, -0.52036, 1.89753], [-0.41503, 0.58121, 0.72246], [-2.06395, 0.30611, 1.02563], [-1.98263, -1.98708, 0.25653], [-1.54362, -0.82482, -0.98149], [0.91084, -1.21271, -0.34030], [0.33953, -2.43553, 0.79266], [-0.08614, -2.52487, -2.09695], [0.88369, -3.49236, -1.25102], [0.78752, 1.99925, -1.02723], [1.03560, 2.78300, 1.15865], [0.61472, 1.84813, 0.42265], [1.75472, 1.59581, -1.31706], [0.71961, 3.03779, -1.33874], [0.02085, 1.42363, -1.55283], [0.95012, 2.69826, 2.23192], [1.47919, 3.68394, 0.73474]], "lowdin_charge": [0.15, -0.17, -0.28, 0.01, 0.16, 0.09, 0.16, 0.13, 0.13, 0.11, 0.12, 0.08, 0.08, -0.10, 0.01, -0.13, 0.09, 0.09, 0.07, 0.08, 0.10], "lumo_energy_ev": -3.00, "gap_ev": 10.3, "spin_multiplicity": 1, "homo_energy_ev": -13.29, "charge": 1}

---

It is (w) that is most stable; the runner-up trails by 15.4 kJ/mol.

---

(w)
{"formula": "C4H14N3", "method": "wB97M-V/def2-TZVPD", "elements": ["C", "N", "C", "C", "N", "C", "N", "H", "H", "H", "H", "H", "H", "H", "H", "H", "H", "H", "H", "H", "H"], "positions_angstrom": [[-0.39412, -1.10924, 2.12775], [-0.85732, -0.13574, 1.11434], [-0.44803, -0.48403, -0.25124], [-1.36329, 0.13143, -1.29622], [1.00327, 0.09145, -0.27246], [1.72303, 0.08109, -1.46636], [0.79016, 1.37248, 0.31403], [-0.81941, -2.07530, 2.09165], [0.71835, -1.27574, 1.99972], [-0.56577, -0.77262, 3.15444], [-0.26208, 0.73952, 1.23029], [-1.92610, 0.07393, 1.12065], [-0.50682, -1.54485, -0.24752], [-2.46317, 0.22746, -0.83812], [-1.53555, -0.50880, -2.08797], [-1.05732, 1.07039, -1.66244], [2.21160, -0.87889, -1.59588], [1.19375, 0.31096, -2.38722], [2.57558, 0.73930, -1.54259], [1.71115, 1.84616, 0.72740], [0.27207, 2.10105, -0.23225]], "lowdin_charge": [-0.01, -0.03, -0.28, -0.01, -0.20, -0.10, -0.01, 0.08, 0.13, 0.11, 0.09, 0.22, 0.14, 0.14, 0.06, 0.06, 0.10, 0.09, 0.09, 0.19, 0.13], "lumo_energy_ev": -2.83, "gap_ev": 10.7, "smiles": "C[NH2+][C@@H](C)N(C)N", "spin_multiplicity": 1, "homo_energy_ev": -13.52, "charge": 1}

---

(x)
{"formula": "C4H14N3", "method": "wB97M-V/def2-TZVPD", "elements": ["N", "C", "C", "N", "C", "C", "N", "H", "H", "H", "H", "H", "H", "H", "H", "H", "H", "H", "H", "H", "H"], "positions_angstrom": [[-1.51462, -1.25497, -1.82238], [-1.89553, 0.10156, -1.52884], [-0.77793, 0.98322, -0.99972], [-0.07032, 0.22726, 0.10951], [1.42555, 0.29623, 0.19374], [1.82552, -0.51174, 1.47186], [1.09274, 0.27243, 2.53597], [-2.21572, -1.93933, -1.56726], [-1.43396, -1.45310, -2.81710], [-2.75664, 0.03357, -0.84823], [-2.29576, 0.66171, -2.37625], [-1.12295, 1.97671, -0.72541], [0.02661, 1.00997, -1.76889], [-0.36849, -0.75220, 0.11230], [-0.43127, 0.61595, 0.99537], [1.69556, -0.27349, -0.70448], [1.78350, 1.31613, 0.18541], [2.90914, -0.54654, 1.51784], [1.39252, -1.49991, 1.42770], [1.18514, -0.19251, 3.43157], [1.52648, 1.18989, 2.55880]], "lowdin_charge": [0.01, -0.27, -0.10, 0.00, -0.12, -0.19, 0.00, 0.09, 0.09, 0.13, 0.12, 0.14, 0.14, 0.15, 0.15, 0.14, 0.13, 0.12, 0.11, 0.08, 0.08], "lumo_energy_ev": -2.56, "gap_ev": 11.4, "smiles": "NCC[NH2+]CCN", "spin_multiplicity": 1, "homo_energy_ev": -13.95, "charge": 1}

---

It is (x) that is most stable; the runner-up trails by 210.5 kJ/mol.

---

(w)
{"formula": "C2H6N4S", "method": "wB97M-V/def2-TZVPD", "elements": ["H", "N", "N", "N", "S", "C", "C", "N", "H", "H", "H", "H", "H"], "positions_angstrom": [[-1.05645, 1.84707, 2.07089], [-0.58940, 0.98857, 2.34312], [0.58163, 0.95361, 1.93614], [1.56182, 0.58158, 1.43782], [3.14942, 0.61040, 1.36109], [-0.63024, -1.25871, -0.15613], [-0.02634, -0.68775, -1.21427], [-0.63866, 0.18851, -1.97255], [-1.67001, -1.10015, 0.16596], [0.00633, -1.86117, 0.40622], [1.09244, -0.77379, -1.28064], [-1.64269, 0.01695, -2.28789], [-0.13785, 0.49488, -2.80976]], "lowdin_charge": [0.07, 0.12, -0.15, -0.52, 0.49, -0.06, -0.37, 0.01, 0.06, 0.01, 0.12, 0.14, 0.09], "lumo_energy_ev": 0.07, "gap_ev": 8.2, "smiles": "[H]/N=N/N=S.C=CN", "spin_multiplicity": 1, "homo_energy_ev": -8.14}

---

(x)
{"formula": "C2H6N4S", "method": "wB97M-V/def2-TZVPD", "elements": ["H", "N", "C", "N", "S", "C", "N", "N", "H", "H", "H", "H", "H"], "positions_angstrom": [[1.88275, 0.75060, 1.83197], [1.40976, -0.13604, 1.82257], [0.36374, -0.28238, 1.05700], [0.04913, 0.56919, 0.01976], [0.47991, 2.25933, -0.04308], [-1.23508, 0.34541, -0.64814], [-1.11421, -0.68196, -1.42986], [-0.12312, -1.57834, -1.32643], [-0.19097, -1.20434, 1.28852], [-0.45760, 2.58447, 0.79252], [-2.06444, 1.07089, -0.43201], [0.81022, -1.41281, -0.70979], [0.18991, -2.28404, -2.22303]], "lowdin_charge": [0.00, 0.06, -0.38, -0.51, 0.82, -0.25, -0.08, -0.08, 0.13, -0.16, 0.12, 0.13, 0.19], "lumo_energy_ev": 0.55, "gap_ev": 9.3, "smiles": "[H]/N=C\\N(S)/C=N\\N", "spin_multiplicity": 1, "homo_energy_ev": -8.78}

---

It is (x) that is most stable; the runner-up trails by 87.0 kJ/mol.